1.
Molecular formula: C21H66N2O12
Method: DFT, ωB97M-V with the def2-TZVPD basis set

Structure (XYZ):
```
101
Properties=species:S:1:pos:R:3:forces:R:3
N 0.4096 2.1950 2.9015 -1.9900 4.5533 -1.6541
C 0.7246 1.0380 3.3545 -1.8661 -3.2509 7.1998
N 1.5666 0.3600 2.6365 3.0939 -3.9280 -0.9895
O 0.2786 0.5630 4.5345 1.4974 1.7460 -4.4616
H -0.2534 2.7490 3.4385 0.3167 -0.5434 -0.0064
H 0.5076 2.5160 1.8995 0.1411 -0.7753 1.1534
H 2.0046 -0.5340 2.9755 -1.2074 1.6184 -0.1812
H 2.0266 0.7270 1.8285 0.1320 0.4281 -0.3029
C 1.4016 5.1080 1.1725 -0.3485 -1.4897 -1.5206
C 2.0366 3.7840 0.6175 0.8976 0.9317 0.7804
O 0.9966 2.8720 0.3275 0.3260 -1.0104 -0.4121
H 0.7376 5.4410 0.3515 0.0535 0.0514 0.5961
H 2.1266 5.8820 1.3265 0.5288 0.2582 0.2001
H 0.8196 4.9360 2.0805 0.1154 -0.0046 -0.1149
H 2.7566 3.3060 1.3345 -0.6525 0.6234 -0.4153
H 2.6096 3.9830 -0.3125 -0.2284 0.1159 0.4491
H 1.4386 2.0080 0.1155 -0.7634 1.1184 0.0498
C -0.8514 3.7540 -2.3025 0.8383 -0.3796 -1.8851
C -1.8244 3.5900 -1.1665 1.3095 -0.9637 0.6738
O -2.1904 2.2010 -1.1115 -2.0094 1.4034 0.0916
H 0.0496 3.0590 -2.3585 -0.9738 0.9393 1.0741
H -0.5014 4.7990 -2.4435 -0.2297 -0.5772 0.0191
H -1.3694 3.3930 -3.2135 -0.0158 0.6920 0.1416
H -2.7244 4.1980 -1.3245 0.1163 -0.4243 -0.0276
H -1.3344 3.9450 -0.2305 -0.4704 -0.3881 -0.2836
H -1.4774 1.6040 -0.9485 1.4083 -0.2717 0.1287
C -1.1264 -2.4950 3.0755 -2.3093 0.3951 1.7986
C -2.6334 -2.8840 2.8955 -0.6451 -1.2111 2.5011
O -3.2274 -2.4990 1.6915 1.1102 -1.0490 -1.2895
H -0.5594 -2.9540 2.3165 0.8410 -0.7573 -0.7373
H -0.8644 -2.8300 4.1245 0.1244 0.3275 -1.3127
H -0.9824 -1.4150 3.0045 0.0196 -0.1426 0.2116
H -3.3154 -2.5950 3.7725 1.2918 0.3076 -1.0392
H -2.7244 -4.0130 3.0065 0.3484 0.9933 -0.5888
H -3.8824 -1.8360 1.7765 -0.7928 1.0111 0.6784
C 3.4746 -2.6500 1.0955 -1.2223 1.1246 0.0053
C 2.2456 -3.5080 1.4355 0.5432 -1.6515 0.9781
O 1.7856 -4.3730 0.3855 2.1493 0.8065 -0.2007
H 4.2496 -3.1210 0.5295 0.1446 -0.7028 -0.5422
H 4.0036 -2.2010 1.9505 -0.5402 -0.5201 0.2710
H 3.1076 -1.7810 0.5625 0.1524 0.3232 -0.6094
H 1.4316 -2.9980 1.9365 -0.1526 0.8147 -0.4916
H 2.5916 -4.1440 2.2425 0.1405 -0.5606 0.3076
H 0.8616 -4.5810 0.3795 -0.6750 0.4436 0.1680
C -2.2844 -4.7690 -1.8685 0.9486 -0.2124 1.3569
C -1.8284 -3.4630 -1.2085 -2.2602 -1.1416 -2.0310
O -0.7514 -3.7710 -0.3945 0.9775 0.6610 0.4602
H -1.5194 -5.1590 -2.4825 0.8770 -0.2805 -1.1082
H -3.1934 -4.7120 -2.3835 -1.3639 0.2877 -0.8866
H -2.3804 -5.5450 -1.1035 -0.2874 0.1661 0.2311
H -2.7254 -3.1520 -0.6765 0.4481 0.5881 0.4633
H -1.6304 -2.7290 -2.0205 0.4920 -0.2957 0.9244
H -1.1534 -4.0610 0.4175 -0.2002 -0.1075 0.6947
C -3.0074 2.0210 2.6105 1.8384 1.0296 0.0847
C -2.8634 0.6270 3.1385 0.5111 -0.1632 0.9421
O -4.0134 0.2440 3.9175 0.2129 -0.1941 0.0863
H -3.8654 2.1140 1.9505 0.0517 0.1860 -0.0537
H -2.0294 2.2280 2.0685 -1.3840 -0.0418 0.1316
H -3.0284 2.7860 3.4315 -0.3045 -0.6719 -0.5882
H -1.9394 0.5020 3.7445 -0.4853 0.3036 -0.1568
H -2.6984 -0.0550 2.2965 -0.6602 -0.1238 0.1466
H -3.9054 0.5970 4.8205 0.0404 -0.2407 -0.7213
C 5.3086 2.1200 0.7035 2.0466 -0.6742 -1.3415
C 4.5846 0.8060 0.3935 0.3855 0.7400 0.7663
O 3.2216 1.1370 0.2215 -0.4957 0.4005 0.3892
H 5.2646 2.7870 -0.1585 -0.3691 0.1339 0.0503
H 6.4366 2.0160 0.8595 -1.5537 -0.2617 0.1311
H 4.8606 2.5830 1.5565 -0.1848 0.2854 0.5321
H 4.7096 0.1610 1.2425 -0.1243 -0.4724 0.6968
H 4.9166 0.2090 -0.4355 0.5500 0.1912 -0.7311
H 2.7996 0.5480 -0.3965 -0.0862 -0.7893 -0.4729
C 2.3896 1.5140 -2.9245 1.2180 -0.0856 -0.4067
C 2.8926 0.0390 -2.7905 1.9420 2.9658 -1.6592
O 2.1956 -0.6190 -1.8215 -0.4798 -2.0290 1.2950
H 2.8846 1.9930 -3.7925 -0.2374 -0.4120 0.3092
H 2.5326 2.2520 -2.0885 0.0591 -1.3034 -0.3433
H 1.3626 1.4420 -3.1375 -1.5016 0.2617 -0.3195
H 3.9556 0.1450 -2.5435 0.1381 -0.4249 0.2153
H 2.8756 -0.5210 -3.7385 -0.3483 0.4871 0.0460
H 2.4176 -1.5630 -1.9155 -0.3651 0.2606 0.5023
C -1.2214 0.2070 -4.2745 1.1448 3.0947 1.4779
C -0.5264 -1.0930 -4.3255 0.2884 0.5118 -0.1087
O -0.8644 -1.7570 -5.5285 0.5970 -0.6693 0.3254
H -2.2764 0.1510 -4.1765 -1.1133 -0.3088 -0.0407
H -0.9734 0.8700 -5.1005 -0.1086 -0.3672 -0.6168
H -0.9074 0.9030 -3.4205 -0.3343 -1.3791 -0.5642
H -0.6384 -1.6060 -3.3925 -1.1129 -1.1205 0.4237
H 0.5386 -0.9630 -4.2375 0.7742 0.2668 -0.9983
H -1.8064 -1.6620 -5.6825 -0.1342 0.0280 0.1110
C -0.3384 -0.5390 0.3085 0.7545 -2.1049 -0.1909
O -0.0744 0.2520 -0.8125 0.9507 1.3425 -0.6748
H -0.7184 -0.0850 1.2265 -0.0542 0.5749 -0.5717
H 0.6326 -1.0250 0.5545 -0.7379 -0.0845 0.4141
H -1.0014 -1.3020 -0.0925 -0.3481 -0.3596 0.9579
H 0.6956 -0.1990 -1.2495 -1.0571 0.8340 0.1313
C -4.0464 -1.0640 -1.2975 2.2509 1.1244 0.3911
O -5.1184 -1.9020 -1.2725 -1.9326 -1.2166 0.1608
H -3.3734 -1.4400 -2.0545 0.3382 -0.0718 -0.2901
H -3.4644 -1.0640 -0.3525 -0.2773 0.0916 -0.3989
H -4.2234 -0.0280 -1.5825 -0.5653 0.2052 0.1692
H -5.4854 -2.0000 -0.3885 0.0841 0.1617 -0.1539
```
Positions in Å, forces in eV/Å.

Output
Energy relative to the best compared isomer or geometry (same formula, charge and spin), kJ/mol: 5.91
Spin multiplicity: 1
HOMO level, eV: -9.0
Kohn-Sham gap, eV: 9.2
SMILES: NC(N)=O.CCO.CCO.CCO.CCO.CCO.CCO.CCO.CCO.CCO.CO.CO


2.
Molecular formula: C5H10N2O
Method: DFT, ωB97M-V with the def2-TZVPD basis set

Structure (XYZ):
```
18
Properties=species:S:1:pos:R:3:forces:R:3
N -2.2880 0.5098 1.5034 0.4014 -1.5958 -2.0257
C -1.2852 1.2694 1.1965 -1.4454 4.1998 1.7881
C -1.9063 -0.6197 0.7824 0.6687 -2.2497 -0.3579
C -0.6239 -0.5541 0.2667 -0.7492 1.5233 -0.1654
N -0.3100 0.7827 0.4704 1.7970 -0.5816 -0.2996
C -0.4198 -2.7391 -0.8416 0.1211 -0.5940 -0.1333
C 0.2902 -1.4378 -0.4832 -0.1068 -0.7413 -0.6231
H -1.3660 2.3341 1.4158 0.5669 -0.1962 0.2047
H -2.5038 -1.4822 0.4872 -0.3264 0.2599 1.0306
H 0.5270 1.3128 0.2154 -0.5178 -0.6051 0.1618
H -0.5315 -3.3733 0.0539 -0.0589 0.1796 -0.3949
H 0.1911 -3.2813 -1.5828 -0.3565 0.0305 0.3171
H -1.4191 -2.5600 -1.2727 0.4349 -0.0542 0.1183
H 1.2005 -1.7009 0.0892 -0.3438 0.3611 -0.1478
H 0.6134 -0.9740 -1.4349 -0.0509 0.0856 0.5103
O 3.3660 3.8172 -0.4551 -0.3489 1.0333 0.5323
H 3.4310 4.0690 0.4939 -0.0544 -0.2119 -1.0292
H 3.0343 4.6273 -0.9045 0.3690 -0.8433 0.5136
```
Positions in Å, forces in eV/Å.

Output
Energy relative to the best compared isomer or geometry (same formula, charge and spin), kJ/mol: 95.59
Spin multiplicity: 1
HOMO level, eV: -8.4
Kohn-Sham gap, eV: 8.9


3.
Molecular formula: C7H17PS
Method: DFT, ωB97M-V with the def2-TZVPD basis set

Structure (XYZ):
```
26
Properties=species:S:1:pos:R:3:forces:R:3
C 1.4833 1.6537 -1.1422 0.7067 1.4995 1.8539
C 1.4819 0.7572 0.1116 1.0959 0.7074 0.5832
C 2.9204 0.2640 0.5098 -0.3051 0.9630 0.5183
P 0.2925 -0.5757 -0.2580 -1.1659 -0.1246 1.1608
C 0.3622 -1.4841 1.3811 0.6292 4.1761 -0.4184
S 1.3752 -1.8109 -1.5723 0.8177 -0.1279 -0.4530
H 2.1701 2.4914 -1.0184 0.3758 0.1705 0.6299
H 2.0324 1.1409 -1.9069 -0.9188 -0.4707 -1.2948
H 0.5436 2.2349 -1.2279 0.1329 -1.2078 -0.9846
H 1.1013 1.3436 1.0201 0.0646 -0.8047 -1.3541
H 2.9761 0.3629 1.5879 0.1358 0.0809 0.3556
H 3.7295 0.9406 0.1311 -0.6569 -0.8668 -0.0684
H 3.0900 -0.8020 0.3590 0.2055 0.2136 -0.6612
H -0.2916 -2.2489 1.4114 -2.4432 -2.5817 -0.0167
H 1.3174 -1.8499 1.6685 0.9790 0.0690 0.3881
H -0.0500 -0.6369 2.0336 0.7710 -1.3264 -0.3562
H 0.7414 -2.8895 -1.1346 -0.2166 -0.3462 0.0321
C -3.2093 -0.9803 0.1293 0.9510 0.1450 -0.9193
C -3.1511 0.3387 0.1115 -0.5492 0.8960 -0.4426
C -3.5181 1.1663 1.3325 2.5613 -1.3569 0.1117
H -2.8718 -1.5105 -0.7600 -0.3160 -0.2231 0.2625
H -3.3628 -1.5153 1.0491 -0.3008 -0.2632 0.1611
H -2.9224 0.9185 -0.8381 -0.1371 -0.9725 1.2509
H -2.6996 1.0617 2.1192 -0.9711 0.1756 -0.8633
H -3.5293 2.1675 1.0194 -0.4851 1.5315 0.0735
H -4.4215 0.8018 1.7498 -0.9607 0.0445 0.4508
```
Positions in Å, forces in eV/Å.

Output
Energy relative to the best compared isomer or geometry (same formula, charge and spin), kJ/mol: 171.90
Spin multiplicity: 1
HOMO level, eV: -7.9
Kohn-Sham gap, eV: 8.7
SMILES: CC(C)P(C)S.C=CC


4.
Molecular formula: C3H8N2OS
Method: DFT, ωB97M-V with the def2-TZVPD basis set

Structure (XYZ):
```
15
Properties=species:S:1:pos:R:3:forces:R:3
C -2.3191 -0.6084 -0.0584 -2.7601 6.1347 -0.3851
N -1.4842 0.7353 -0.1104 0.3303 -3.2580 0.4270
C -0.2951 0.2998 0.0360 1.3908 0.2348 -0.1280
N 0.8343 1.1579 0.0914 2.0736 -5.7051 3.1402
O 0.5717 2.3811 -0.0914 -4.2990 4.6362 0.1846
S 0.2945 -1.3926 0.1094 -1.0839 -0.3150 -0.0826
C 1.9167 -0.9757 -0.2586 5.7413 -1.1180 5.9488
H -1.9867 -1.2608 -0.7385 1.2830 -2.2641 -2.8877
H -2.2338 -1.0450 0.8729 -0.2860 -0.6115 2.1832
H -3.3497 -0.2620 -0.3582 0.8916 -0.8241 0.7728
H 1.2726 0.8873 1.1489 -1.4874 1.4390 -2.6334
H -0.4308 2.2783 0.0961 0.8271 2.2898 -0.5349
H 2.2052 0.0683 0.5101 0.5302 -4.6381 -1.7350
H 2.1424 -0.4285 -1.0442 0.1876 1.9106 -4.5343
H 2.8622 -1.8350 -0.2050 -3.3391 2.0889 0.2644
```
Positions in Å, forces in eV/Å.

Output
Energy relative to the best compared isomer or geometry (same formula, charge and spin), kJ/mol: 694.28
Spin multiplicity: 1
HOMO level, eV: -8.9
Kohn-Sham gap, eV: 9.5
SMILES: C/N=C(/NO)SC


5.
Molecular formula: C4H4N2O2
Method: DFT, ωB97M-V with the def2-TZVPD basis set

Structure (XYZ):
```
12
Properties=species:S:1:pos:R:3:forces:R:3
O -0.3879 -2.2403 -0.0078 -2.0095 -2.1760 -0.9324
C -0.0983 -1.1233 0.0154 5.0438 1.5976 2.2558
O 1.0090 -0.6351 -0.8516 -1.4241 0.9161 -1.5569
N 0.9930 0.7240 -1.2661 0.1022 1.3411 -0.2463
C 0.1837 1.5962 -0.6914 1.4972 -0.2589 -2.5445
C -0.7059 0.9046 0.1819 -3.3290 0.9382 0.5672
N -0.9622 0.8553 1.6529 7.3236 1.8475 -1.5900
C 0.1305 -0.0766 1.0405 -2.2654 1.9626 -0.2019
H 0.0747 2.6469 -1.1969 0.4910 -2.1978 1.1470
H -1.7560 0.6538 -0.4296 2.8424 -0.0191 1.4567
H -1.7980 0.5143 1.5045 -5.5714 -3.0777 0.7114
H 1.2346 0.3287 1.0116 -2.7007 -0.8737 0.9338
```
Positions in Å, forces in eV/Å.

Output
Energy relative to the best compared isomer or geometry (same formula, charge and spin), kJ/mol: 752.24
Spin multiplicity: 1
HOMO level, eV: -10.2
Kohn-Sham gap, eV: 10.4
SMILES: O=C1ON=C[C@@H]2N[C@@H]12


6.
Molecular formula: C4H4ClN2
Method: DFT, ωB97M-V with the def2-TZVPD basis set

Structure (XYZ):
```
11
Properties=species:S:1:pos:R:3:forces:R:3
C 0.6169 -1.6965 0.0359 -1.3026 1.2814 -0.6327
C 0.2295 -0.4117 -0.1159 -4.6420 -2.7678 0.7009
N 0.8649 0.7928 -0.0653 -0.6764 -0.4336 0.0867
C -0.0380 1.7775 -0.0678 2.5416 0.8138 0.7716
N -1.2915 1.3811 0.0696 -2.2606 1.4285 -0.2314
C -1.4555 0.1119 -0.0017 6.5726 -0.5591 -1.0433
Cl -2.7538 -0.8375 0.0285 -0.9428 -0.4170 0.1783
H 1.5295 -2.0758 0.3155 2.8394 0.2459 0.4771
H 0.0777 -2.6143 -0.1397 -1.4710 0.5397 -0.0496
H 1.8647 0.7386 0.0405 0.3512 1.0723 -0.2605
H 0.3556 2.8340 -0.0996 -1.0094 -1.2041 0.0028
```
Positions in Å, forces in eV/Å.

Output
Energy relative to the best compared isomer or geometry (same formula, charge and spin), kJ/mol: 0.00
Spin multiplicity: 1
HOMO level, eV: -14.9
Kohn-Sham gap, eV: 8.5
Charge: +1
SMILES: C=C1[NH+]=CN=C1Cl


7.
Molecular formula: C6H13MgNdO5
Method: DFT, ωB97M-V with the def2-TZVPD basis set

Structure (XYZ):
```
26
Properties=species:S:1:pos:R:3:forces:R:3
O -0.4729 -0.8014 -0.5541 2.1770 1.6934 0.5468
C -1.7042 -1.4624 -0.3162 -0.8517 -0.7412 0.5128
C -2.6598 -0.5591 0.4443 -0.1129 -0.7102 0.4376
O -2.6525 0.7259 -0.1925 1.3190 0.4091 -0.7675
C -3.6214 1.6338 0.3308 -0.9466 0.6023 0.4173
Mg -0.8063 1.2030 -0.8868 -1.3993 -2.2035 1.3005
H -1.5503 -2.3882 0.2581 -0.0121 0.2108 -0.2466
H -2.1362 -1.7319 -1.2909 0.3109 0.0433 0.1844
H -2.3478 -0.4266 1.4923 -0.1712 -0.0064 -0.2085
H -3.6787 -0.9706 0.4228 0.2429 0.1157 0.0101
H -3.3874 2.6288 -0.0611 -0.1713 -0.1393 0.0842
H -4.6226 1.3301 -0.0012 0.2711 0.1269 0.1040
H -3.5741 1.6393 1.4290 -0.0171 0.0394 -0.3061
O 0.6149 0.9039 0.6601 0.4258 2.3919 -1.5269
C 0.5846 -0.4083 0.7337 -1.9974 -1.7185 -0.4572
O 1.7265 -1.0981 0.4996 0.0687 -0.0065 -0.5305
C 2.9640 -0.4737 0.7266 -0.2863 -1.0039 0.8444
O 3.2470 0.4795 -0.2774 0.5551 -0.3638 -0.0124
C 3.6768 -0.0736 -1.5370 0.2656 -0.6550 -0.6491
Nd 2.3115 2.4730 -0.3342 0.1194 1.4580 0.7313
H 0.0405 -0.8043 1.6029 0.0836 0.0156 -0.2621
H 3.7208 -1.2645 0.6900 -0.2118 0.1460 0.1024
H 2.9676 0.0243 1.7030 0.1465 0.0811 -0.2071
H 3.8189 0.7667 -2.2242 0.1326 -0.0617 -0.0611
H 4.6312 -0.5912 -1.3874 -0.1911 0.1536 -0.1784
H 2.9100 -0.7543 -1.9301 0.2507 0.1228 0.1375
```
Positions in Å, forces in eV/Å.

Output
Energy relative to the best compared isomer or geometry (same formula, charge and spin), kJ/mol: 0.00
⟨S²⟩: 6.004
Spin multiplicity: 5
HOMO level (alpha / beta), eV: -19.7 / -20.8
Kohn-Sham gap (alpha / beta), eV: 6.4 / 7.2
Charge: +3


Number 1 is which compound? C21H66N2O12


Among the records above, which one has the highest energy relative to the best compared isomer or geometry (same formula, charge and spin)? C4H4N2O2


Which of these has the highest spin multiplicity? C6H13MgNdO5